(1)
29
Properties=species:S:1:pos:R:3:forces:R:3 method="wB97M-V/def2-TZVPD" lumo_energy_ev=0.21 mol_weight_g_mol=184.239 relative_energy_ev=5.892 e_homo_ev=-8.931 smiles="O=c1cc[nH]c(=O)[nH]1.CCCCC"
O -0.061 -0.744 -0.994 -1.7 -4.9 -2.3
O -4.016 1.480 -0.296 -0.4 -0.3 -0.2
N -3.876 -0.861 0.092 4.1 3.5 -2.2
N -1.932 0.395 -0.367 -1.1 1.6 -3.6
C 3.724 -1.246 0.140 1.6 1.6 -0.5
C 2.516 -0.474 -0.451 -0.5 -0.8 0.9
C -3.085 -1.927 0.364 0.8 -1.6 0.1
C -1.099 -0.812 -0.399 -3.2 -1.7 0.0
C 1.948 0.712 0.332 1.2 1.9 -0.2
C 0.581 1.244 -0.254 3.1 1.4 -0.4
C -3.381 0.477 -0.223 3.3 -2.9 0.6
C 0.053 2.399 0.478 -1.7 2.4 1.4
C -1.693 -1.988 0.314 -2.5 -0.2 -0.5
H -1.072 2.786 0.295 2.5 -1.1 -0.1
H -1.268 -3.026 0.501 0.0 1.9 -0.6
H 3.617 -1.424 1.269 0.4 0.1 -1.8
H 2.762 1.584 0.333 -1.7 -1.6 0.3
H 2.762 -0.096 -1.413 0.4 0.1 -1.1
H 4.015 -2.156 -0.462 -0.9 0.6 0.9
H 0.045 2.104 1.553 0.0 0.6 -0.4
H -4.713 -0.675 0.453 -4.6 -0.5 1.8
H 0.885 1.482 -1.324 -1.0 -0.2 0.9
H -0.100 0.431 -0.216 2.1 3.7 1.0
H 0.699 3.277 0.330 -0.2 0.0 0.4
H 1.771 0.390 1.353 0.1 0.1 0.5
H 4.651 -0.562 -0.112 -1.5 -1.1 1.2
H -3.761 -2.812 0.475 1.2 0.5 0.5
H -1.618 1.155 -1.184 -0.9 -2.6 3.1
H 1.644 -1.110 -0.587 1.0 -0.4 0.0

***

(2)
29
Properties=species:S:1:pos:R:3:forces:R:3 method="wB97M-V/def2-TZVPD" lumo_energy_ev="-0.28 / -1.21" mol_weight_g_mol=184.239 relative_energy_ev=7.659 e_homo_ev="-8.237 / -8.955"
O 0.733 -2.659 0.179 -0.1 -1.2 0.5
O 3.638 0.925 0.508 -0.3 -0.5 -0.4
N 1.252 -1.530 0.271 -2.8 0.8 -1.2
N 1.399 0.697 0.181 -2.5 -0.8 -0.6
C 0.003 -0.719 -2.608 3.0 -1.9 0.3
C -1.874 -1.381 0.015 -2.3 2.1 -0.7
C 1.254 2.092 -0.030 0.3 1.9 4.1
C 0.403 -0.341 0.087 2.4 1.4 -0.2
C 2.645 0.230 0.333 2.2 -1.6 0.9
C -1.642 1.071 -0.174 0.0 1.7 -0.8
C 2.503 -1.241 0.334 2.2 -0.3 0.9
C -1.061 -0.149 0.498 -0.1 -1.6 -1.0
C -1.158 0.044 2.002 0.2 -0.2 1.3
H -0.222 0.496 2.348 -0.2 0.2 0.2
H -1.971 0.783 2.126 0.3 -0.6 0.6
H 0.165 -1.813 -2.580 -0.7 0.7 0.0
H 0.879 2.317 -0.949 -1.4 0.5 -2.6
H 3.207 -2.098 0.509 -0.6 1.4 -0.4
H -1.090 1.971 0.083 -0.4 0.0 0.2
H 0.576 2.498 0.817 1.2 -0.2 -1.5
H -1.290 -0.888 2.648 -0.1 1.1 -1.2
H -1.654 1.076 -1.251 0.7 -0.5 -0.6
H 0.955 -0.205 -2.712 -0.4 0.4 -0.2
H -2.702 1.295 -0.063 -0.2 -0.5 1.1
H -1.240 -2.221 0.009 0.2 -1.2 -0.1
H -2.315 -1.119 -1.018 0.8 -0.8 1.4
H -0.862 -0.266 -2.289 -1.6 0.8 0.1
H 2.247 2.619 0.047 -0.9 -1.0 0.1
H -2.777 -1.485 0.676 0.9 -0.1 -0.5

***

(3)
29
Properties=species:S:1:pos:R:3:forces:R:3 method="wB97M-V/def2-TZVPD" lumo_energy_ev=0.26 mol_weight_g_mol=184.239 relative_energy_ev=2.684 e_homo_ev=-9.618 smiles="O=c1cc[nH]c(=O)[nH]1.CCCCC"
O 1.145 -1.238 0.056 0.2 -3.2 -0.2
O -0.342 -3.578 3.575 -0.6 -0.1 -0.5
N -1.341 -3.958 1.537 -2.6 -1.5 1.9
N 0.453 -2.537 1.751 0.7 0.4 0.4
C 1.136 4.051 -2.432 0.8 1.0 2.1
C -1.501 -3.614 0.219 -1.0 0.7 -0.7
C -0.111 0.462 1.261 -0.2 -1.4 0.8
C 0.595 2.651 -1.985 -0.3 0.7 -0.6
C -0.428 -3.358 2.380 0.7 -0.5 1.2
C 0.370 -2.124 0.453 2.5 1.3 -1.5
C -0.665 -2.699 -0.338 -1.4 -0.8 -1.2
C -0.145 1.019 -0.232 0.0 -1.0 0.7
C 0.367 2.436 -0.482 1.1 0.3 1.5
H 0.915 4.277 -3.480 0.0 0.0 0.3
H -0.857 0.930 1.964 0.7 0.0 -0.9
H -2.146 -4.442 2.104 2.3 1.1 -1.8
H -0.253 3.247 0.010 0.3 -0.9 -0.9
H 0.695 4.840 -1.734 0.2 -0.8 -1.2
H 0.890 0.352 1.853 -1.5 0.8 -1.4
H -0.395 -0.664 1.171 -0.6 3.5 0.8
H 2.285 4.234 -2.242 -2.1 -0.9 -0.5
H -0.775 -2.308 -1.366 0.0 -0.5 0.8
H 0.468 0.320 -0.900 -1.2 1.2 1.1
H -0.410 2.412 -2.438 0.9 0.5 0.0
H 1.297 1.935 -2.428 -0.2 -0.3 0.5
H 1.101 -1.988 2.327 -0.4 -0.6 -0.2
H -2.437 -4.033 -0.276 1.7 0.5 0.6
H 1.308 2.465 0.142 -0.4 0.3 -1.0
H -1.221 0.911 -0.470 0.4 0.2 -0.4

***

(4)
32
Properties=species:S:1:pos:R:3:forces:R:3 method="wB97M-V/def2-TZVPD" lumo_energy_ev=0.54 mol_weight_g_mol=232.236 relative_energy_ev=3.651 e_homo_ev=-9.727 smiles="CC(C)[C@H](NC(=O)[C@@H](N)CC(=O)O)C(=O)O"
O -4.174 0.369 -1.715 0.6 0.7 -1.3
O 3.829 -1.021 -0.471 1.7 1.9 -0.1
O -4.866 -0.535 0.183 -0.3 -0.3 -1.4
O 2.207 -2.508 -0.638 0.7 2.4 0.1
O -0.856 -1.201 -1.800 -0.1 -0.5 -2.3
N 0.374 -0.469 -0.022 3.2 -1.5 0.4
N -1.259 -1.268 1.757 -1.6 -1.9 -2.0
C 2.175 1.001 -0.444 3.8 4.6 2.8
C -2.728 0.278 0.350 -0.5 2.5 0.7
C 1.584 -0.189 -0.878 -2.2 -3.3 -0.1
C 2.480 1.081 1.202 0.4 0.4 -1.2
C -3.928 0.117 -0.590 -0.1 -0.9 3.0
C 2.583 -1.322 -0.631 -3.1 -4.4 -1.2
C -1.872 -1.002 0.372 -1.1 -0.5 1.4
C 1.411 2.279 -0.751 1.2 1.1 -0.7
C -0.691 -1.024 -0.644 -2.3 1.2 2.1
H 1.489 0.995 1.639 0.0 0.2 0.4
H -2.224 1.213 0.093 0.6 -0.4 -0.5
H 0.430 2.110 -0.305 0.1 1.0 0.9
H 2.120 3.201 -0.465 -2.3 -1.8 -0.3
H -1.747 -0.689 2.434 -0.2 -0.5 0.1
H 3.112 0.235 1.603 -0.6 0.9 -0.6
H -2.663 -1.843 0.319 1.3 1.2 -1.2
H 4.401 -1.726 -0.753 0.3 -1.0 0.2
H -5.466 -0.803 -0.542 -0.5 -0.1 0.7
H -3.169 0.654 1.397 0.8 -1.7 -2.0
H 3.203 0.976 -0.861 -0.6 0.7 -0.1
H -1.746 -2.203 1.604 1.5 1.0 2.9
H 1.093 2.420 -1.804 0.8 -0.3 0.1
H 0.669 -1.065 0.831 -1.2 1.7 -1.5
H 2.968 2.105 1.507 -1.0 -2.0 -0.8
H 1.262 -0.166 -1.977 0.5 -0.3 1.5

***

(5)
32
Properties=species:S:1:pos:R:3:forces:R:3 method="wB97M-V/def2-TZVPD" lumo_energy_ev=0.17 mol_weight_g_mol=232.236 relative_energy_ev=0.367 e_homo_ev=-10.181 smiles="CC(C)[C@H](NC(=O)[C@@H](N)CC(=O)O)C(=O)O"
O 2.631 -0.008 -3.302 -0.4 -0.2 0.4
O 3.582 1.983 -3.513 0.0 0.1 -0.1
O -3.402 -0.780 -1.008 -1.4 -0.1 -0.1
O 0.841 -0.879 -1.455 -0.6 -0.1 0.3
O -3.740 -1.429 1.085 1.0 0.8 -1.4
N -0.884 0.115 -0.269 0.3 0.9 -0.7
N 0.246 2.544 -0.443 0.4 0.4 0.4
C -1.103 -2.481 2.604 -2.2 1.0 0.6
C -2.979 -1.046 0.210 -0.6 -1.2 2.2
C -1.120 -1.045 1.974 1.0 -0.9 -0.6
C 2.904 1.237 -2.868 -0.2 -0.6 0.4
C 2.339 1.627 -1.496 -0.4 0.4 -0.1
C 0.804 1.503 -1.336 -1.1 1.4 -1.1
C 0.288 -0.476 2.117 1.5 1.3 1.1
C -1.464 -0.989 0.424 -0.3 -1.3 1.1
C 0.249 0.109 -1.031 0.4 0.3 0.7
H -1.096 -1.918 -0.040 0.1 0.2 0.1
H 0.346 0.610 1.886 -0.3 -0.5 0.2
H -2.686 -0.493 -1.552 1.0 0.4 -0.7
H 0.291 1.763 -2.312 0.8 -0.4 0.6
H -0.436 -3.131 2.075 0.2 -0.5 -0.4
H 2.851 1.059 -0.723 0.1 -0.2 0.1
H -2.182 -2.883 2.673 1.8 0.4 -0.3
H 2.031 -0.548 -2.697 0.6 1.0 -0.3
H 0.322 3.483 -0.871 -0.1 -0.9 0.2
H 0.780 2.621 0.434 -0.2 -0.2 -0.5
H 0.767 -0.547 3.149 -1.0 -0.2 -1.1
H -1.872 -0.469 2.496 0.0 0.3 0.2
H -1.178 1.056 0.017 0.4 -0.4 -0.2
H 2.554 2.702 -1.306 0.1 -0.8 -0.4
H -0.718 -2.381 3.644 -0.3 -0.1 -0.7
H 1.036 -0.909 1.432 -0.5 -0.3 0.1

***

(6)
33
Properties=species:S:1:pos:R:3:forces:R:3 method="wB97M-V/def2-TZVPD" lumo_energy_ev=-0.14 mol_weight_g_mol=264.303 relative_energy_ev=8.428 e_homo_ev=-8.193
S 2.545 0.940 -2.779 -0.7 0.4 2.2
O -2.444 2.933 -0.162 -0.5 0.4 1.0
O 1.234 -2.234 1.012 0.9 0.7 5.2
O 0.203 0.061 2.182 1.7 1.0 0.5
O -0.690 3.341 -1.735 -5.9 -1.7 4.9
O -0.299 -3.896 0.551 2.5 2.7 1.7
N -2.162 -2.024 0.892 -2.6 -1.6 -3.8
N -1.444 0.736 0.662 -0.5 -2.6 1.8
C 3.414 0.200 -1.291 1.2 -1.2 1.2
C -1.610 -1.486 2.042 -1.7 0.9 1.3
C 1.058 1.743 -1.831 1.5 1.0 -4.2
C -0.594 1.504 -0.129 3.7 1.8 -0.1
C -1.319 2.660 -0.804 3.6 2.6 -1.4
C 0.171 0.724 -1.189 0.1 -2.9 0.8
C -0.677 -2.717 2.682 0.6 3.1 -3.0
C -0.823 -0.179 1.639 -1.9 -0.3 -0.4
C 0.176 -3.012 1.308 -1.0 -2.7 1.2
H -2.479 2.439 0.769 0.4 0.7 -2.9
H 1.584 2.527 -1.140 -1.4 -1.5 -1.2
H -1.952 0.230 -0.049 -0.9 -0.9 0.7
H 0.285 2.367 -2.724 3.5 -2.3 2.6
H 1.576 -1.793 2.112 -1.7 -1.5 -5.2
H -3.266 -2.280 0.702 4.4 0.7 1.1
H -1.365 -3.513 2.734 -0.5 -1.0 0.5
H 0.297 1.941 0.554 -2.1 -0.6 -1.4
H 0.698 -0.119 -0.554 -0.4 1.6 -1.4
H 4.619 -0.080 -1.727 -3.7 1.1 1.8
H -1.354 -2.581 0.442 -3.7 0.7 -0.3
H 2.902 -0.852 -1.028 1.3 2.4 -0.5
H -0.471 0.067 -1.948 1.0 1.8 1.4
H -0.180 -2.435 3.610 0.3 -0.2 -0.3
H 3.335 0.918 -0.159 0.6 -2.0 -3.8
H -2.530 -1.113 2.641 1.9 -0.7 0.0

***

Table of DFT total energy (eV), in record order: -16663.4156 -16661.6489 -16666.6232 -22808.1557 -22811.4395 -33638.4693